Entry 1:
{"formula": "C17H34NiOP2", "method": "the ωB97M-V functional and the def2-TZVPD basis", "species": ["P", "P", "C", "C", "H", "H", "H", "H", "C", "H", "H", "H", "C", "H", "H", "H", "C", "H", "H", "H", "C", "H", "H", "H", "Ni", "C", "C", "C", "C", "C", "C", "C", "C", "C", "H", "H", "H", "H", "H", "H", "H", "H", "H", "H", "H", "H", "H", "H", "H", "C", "C", "O", "H", "H", "H"], "positions_angstrom": [[0.31255, -2.04527, 0.95824], [0.16125, 2.68693, 1.99834], [1.18887, 0.49879, 0.26476], [1.10035, 1.94088, 0.57920], [0.89172, 0.38240, -0.80408], [2.25943, 0.22366, 0.19115], [2.11931, 2.30467, 0.75079], [0.78035, 2.46015, -0.36775], [-1.51281, 3.23384, 1.66474], [-1.89086, 3.76925, 2.54741], [-2.17734, 2.39738, 1.42966], [-1.47885, 3.93410, 0.82345], [1.07380, 4.10716, 2.44940], [0.69688, 4.92219, 1.84329], [2.12380, 3.93380, 2.24897], [0.91111, 4.30194, 3.50568], [-0.93618, -3.31995, 0.49766], [-1.17034, -3.94611, 1.37374], [-0.60712, -3.94449, -0.34352], [-1.84144, -2.76478, 0.21575], [1.89514, -2.94452, 0.68982], [2.58770, -2.22863, 0.23785], [1.75742, -3.80679, 0.02145], [2.26291, -3.27137, 1.66725], [-0.32302, -0.49272, -1.33403], [0.26445, 0.91384, -2.68483], [-1.08103, 0.83426, -2.27275], [-2.13097, 0.05238, -3.04052], [-1.55462, -1.29808, -3.51287], [-0.83558, -1.84871, -2.32905], [0.57119, -1.95317, -2.10915], [1.60957, -1.22769, -2.93024], [1.10111, 0.07604, -3.60103], [0.04870, -2.07322, 2.75591], [0.73584, 1.87085, -2.42727], [-1.43220, 1.70652, -1.70380], [-2.52987, 0.64376, -3.86166], [-2.95397, -0.11857, -2.32876], [-2.35412, -1.99748, -3.79189], [-0.89734, -1.18017, -4.38230], [-1.48820, -2.34269, -1.60174], [0.93934, -2.86690, -1.63134], [1.97728, -1.90137, -3.70667], [2.47189, -0.99610, -2.28611], [1.98603, 0.68375, -3.86934], [0.59682, -0.14256, -4.55839], [-0.44229, -1.12322, 3.03628], [1.00982, -2.17109, 3.28470], [-0.62028, -2.92531, 3.02124], [-1.32567, 1.17289, 3.94163], [0.05204, 1.45683, 3.38150], [1.10094, 1.06559, 3.80834], [-1.66928, 2.07840, 4.44427], [-1.27193, 0.36653, 4.66621], [-2.06230, 0.91214, 3.18043]], "lumo_ev": [-0.3, -0.2], "s_squared": 2.0211, "spin_multiplicity": 3, "total_charge": 0, "relative_energy_kj_mol": 183.66}

***

Entry 2:
{"formula": "C3H4CuO3", "method": "the ωB97M-V functional and the def2-TZVPD basis", "species": ["H", "O", "C", "C", "O", "C", "O", "Cu", "H", "H", "H"], "positions_angstrom": [[-2.09407, 1.05807, 1.86103], [-1.40864, 0.42436, 1.36369], [-0.71292, -1.80582, 0.18326], [0.45423, -1.11679, 0.09240], [0.98793, -0.74148, -1.10644], [1.64064, 0.50029, -1.28990], [1.14223, 1.41565, -0.59595], [-0.50136, 1.52571, 0.33482], [-1.33353, -1.98375, -0.69845], [-0.94877, -2.33869, 1.10511], [1.11616, -0.95485, 0.94947]], "lumo_ev": [-0.2, -3.0], "s_squared": 0.7602, "spin_multiplicity": 2, "total_charge": 0, "relative_energy_kj_mol": 296.35}

***

Entry 3:
{"formula": "BF4H18O9", "method": "the ωB97M-V functional and the def2-TZVPD basis", "species": ["B", "F", "F", "F", "F", "O", "H", "H", "O", "H", "H", "O", "H", "H", "O", "H", "H", "O", "H", "H", "O", "H", "H", "O", "H", "H", "O", "H", "H", "O", "H", "H"], "positions_angstrom": [[0.24497, -1.13613, 1.09319], [0.29497, -2.46313, 0.89919], [1.53997, -0.72313, 1.44519], [-0.11603, -0.51713, -0.08981], [-0.63303, -0.92613, 2.09519], [-2.30803, 1.52087, 2.09919], [-3.06003, 1.36987, 1.50719], [-1.93303, 0.69487, 2.28819], [0.73897, -2.32013, -2.08581], [0.68597, -2.13513, -1.15581], [1.08897, -1.63313, -2.57881], [2.05197, 0.22387, -1.78281], [2.41897, -0.47313, -1.20281], [1.18797, 0.29587, -1.42281], [-0.42103, 1.81987, -2.03781], [-0.51803, 1.97887, -1.10581], [0.06697, 2.61287, -2.27981], [-2.79003, 0.41587, -0.72281], [-2.95203, 1.22187, -1.17681], [-1.86203, 0.26687, -0.60181], [-2.85103, -2.69313, 0.57119], [-2.60103, -2.75713, -0.35281], [-2.03803, -2.57713, 1.05619], [-0.76103, 2.89187, 0.47819], [-1.15303, 2.10287, 0.87319], [0.15797, 2.79487, 0.76119], [3.35197, -1.56913, -0.09781], [3.62597, -2.37213, -0.50881], [2.66397, -1.65713, 0.51719], [1.70697, 2.18287, 1.34119], [2.28997, 2.25987, 0.57119], [1.88097, 1.29887, 1.60619]], "lumo_ev": 3.0, "total_charge": -1, "relative_energy_kj_mol": 16.02}

***

Entry 4:
{"formula": "C45H65N5O13", "method": "the ωB97M-V functional and the def2-TZVPD basis", "species": ["C", "C", "C", "N", "C", "H", "H", "H", "H", "H", "C", "C", "C", "N", "C", "H", "H", "H", "H", "H", "C", "C", "C", "N", "C", "H", "H", "H", "H", "H", "C", "C", "C", "N", "C", "H", "H", "H", "H", "H", "C", "C", "C", "N", "C", "H", "H", "H", "H", "H", "O", "C", "C", "C", "C", "O", "H", "H", "H", "H", "H", "H", "O", "C", "C", "C", "C", "O", "H", "H", "H", "H", "H", "H", "O", "C", "C", "C", "C", "O", "H", "H", "H", "H", "H", "H", "O", "C", "C", "C", "C", "O", "H", "H", "H", "H", "H", "H", "O", "C", "C", "C", "C", "O", "H", "H", "H", "H", "H", "H", "O", "C", "C", "C", "C", "O", "H", "H", "H", "H", "H", "H", "C", "O", "H", "H", "H", "H"], "positions_angstrom": [[1.30680, 9.67316, 0.72933], [0.84367, 8.46202, 1.18270], [1.89753, 7.60233, 1.46586], [3.02861, 8.27522, 1.16422], [2.69604, 9.52401, 0.69208], [0.74724, 10.56021, 0.47158], [-0.20504, 8.28560, 1.37110], [1.86970, 6.66568, 2.00280], [3.97117, 7.92544, 1.26094], [3.39784, 10.28781, 0.39124], [1.76266, -0.45124, -1.75667], [1.82047, -1.59740, -0.97470], [1.37791, -1.28424, 0.31255], [1.02074, 0.06299, 0.26762], [1.25284, 0.58417, -0.96643], [2.12521, -0.48063, -2.77357], [2.08250, -2.53076, -1.45072], [1.28111, -1.77047, 1.27204], [0.63547, 0.56701, 1.05351], [1.03858, 1.63696, -1.07665], [2.53489, 8.50946, -6.61574], [3.10356, 7.21521, -6.54067], [2.72869, 6.63839, -5.37685], [1.79548, 7.48782, -4.79618], [1.62886, 8.60799, -5.59154], [2.83051, 9.31368, -7.27318], [3.74469, 6.85081, -7.32969], [3.03534, 5.73689, -4.86728], [1.40005, 7.32119, -3.88187], [1.06842, 9.47264, -5.26796], [0.91064, -9.81534, -0.07182], [-0.48697, -10.06644, -0.07180], [-1.18137, -9.10826, 0.63604], [-0.24073, -8.23625, 1.09783], [1.04075, -8.62842, 0.67750], [1.74163, -10.33084, -0.53022], [-0.92739, -10.92314, -0.56018], [-2.23627, -9.07639, 0.86530], [-0.47934, -7.43571, 1.66554], [1.90208, -8.02462, 0.92231], [-3.20828, -7.40424, -5.59406], [-2.10961, -6.76819, -6.21152], [-2.53347, -6.39336, -7.48314], [-3.84948, -6.65903, -7.62667], [-4.24280, -7.44688, -6.53462], [-3.26749, -7.82936, -4.60301], [-1.17323, -6.58709, -5.70477], [-1.93291, -5.94188, -8.25896], [-4.40285, -6.42192, -8.43763], [-5.25796, -7.81495, -6.55377], [7.01985, 0.90551, -6.21388], [7.71013, 1.72337, -5.60824], [8.18778, 1.74381, -4.18001], [9.56847, 2.40452, -4.30380], [9.42711, 3.32986, -5.55492], [8.38583, 2.69322, -6.33871], [7.45109, 2.31235, -3.61242], [8.12614, 0.71260, -3.83233], [9.85068, 2.99815, -3.43428], [10.37475, 1.72363, -4.57655], [9.18147, 4.35550, -5.27959], [10.34683, 3.36247, -6.13899], [-2.57418, 2.97989, -6.74173], [-2.30806, 2.05284, -7.52197], [-1.06503, 1.92191, -8.28735], [-1.17450, 0.51011, -8.80395], [-2.66799, 0.21454, -8.82898], [-3.19031, 1.21127, -7.93530], [-1.07350, 2.74545, -9.00137], [-0.16079, 1.93764, -7.67893], [-0.76789, 0.44335, -9.81305], [-0.64845, -0.25470, -8.23262], [-3.06156, 0.39000, -9.83019], [-2.88613, -0.79832, -8.49039], [-2.83241, -4.78179, 5.93097], [-3.85492, -4.93903, 6.57328], [-4.29555, -6.10545, 7.42463], [-5.75289, -5.77086, 7.76587], [-5.75660, -4.23865, 7.68420], [-4.80582, -3.93697, 6.64619], [-4.28965, -6.90901, 6.68818], [-3.70707, -6.35604, 8.30724], [-6.39393, -6.21337, 7.00340], [-6.11664, -6.07398, 8.74766], [-6.72348, -3.85598, 7.35741], [-5.53793, -3.78499, 8.65087], [4.42755, -1.99353, 11.41391], [3.83820, -1.47821, 10.46998], [2.50775, -1.86584, 9.86783], [2.52047, -0.92905, 8.68016], [3.35167, 0.24464, 9.02036], [4.37375, -0.37135, 9.87021], [2.61876, -2.92040, 9.61547], [1.75527, -1.61819, 10.61652], [2.84728, -1.51439, 7.82071], [1.50987, -0.58665, 8.45757], [3.90754, 0.58273, 8.14582], [2.84163, 1.02338, 9.58741], [-3.61540, 3.33146, 4.55375], [-4.66304, 3.59460, 5.10078], [-5.23831, 2.88259, 6.28408], [-6.29548, 3.86664, 6.80836], [-6.67048, 4.60194, 5.50407], [-5.53100, 4.56536, 4.66484], [-5.69438, 2.04765, 5.75214], [-4.45629, 2.44611, 6.90538], [-7.14623, 3.34153, 7.24262], [-5.95560, 4.59224, 7.54733], [-7.52395, 4.11359, 5.03374], [-7.01681, 5.60936, 5.73483], [-6.65603, -0.04361, 0.00071], [-5.71617, -0.63363, -0.59719], [-4.89387, -0.21245, -1.85144], [-4.26454, -1.47719, -2.41203], [-4.35772, -2.40515, -1.17600], [-5.29255, -1.87968, -0.23874], [-5.45723, 0.32868, -2.61164], [-4.08641, 0.46421, -1.57169], [-4.80514, -1.89548, -3.26109], [-3.23166, -1.33893, -2.73163], [-4.62036, -3.42271, -1.46530], [-3.38296, -2.45554, -0.69083], [6.55977, 1.09810, 3.25033], [7.32625, 0.28416, 4.13038], [7.12274, 2.03129, 3.23214], [6.61382, 0.56467, 2.30132], [5.54186, 1.16492, 3.63439], [7.03605, -0.63041, 4.09985]], "lumo_ev": 0.1, "smiles": "c1cc[nH]c1.c1cc[nH]c1.c1cc[nH]c1.c1cc[nH]c1.c1cc[nH]c1.O=C1CCCO1.O=C1CCCO1.O=C1CCCO1.O=C1CCCO1.O=C1CCCO1.O=C1CCCO1.CO", "total_charge": 0, "relative_energy_kj_mol": 435.72}